No. 1
This record from the Open Molecules 2025 dataset describes 13 unconnected molecules or ions with the total composition C37H84N10O29. The level of theory is ωB97M-V/def2-TZVPD.

Results
LUMO (alpha / beta): -2.258 / -8.604 eV
⟨S²⟩: 0.7651
HOMO-LUMO gap (alpha / beta): 8.54 / 2.19 eV

The geometry in ORCA input format:
```
! wB97M-V def2-TZVPD RIJCOSX def2/J DEFGRID3
* xyz 1 2
C 1.46 -3.45 2.50
C 0.42 -4.29 3.38
O 1.15 -5.00 4.41
C 0.51 -5.89 5.17
O -0.42 -6.64 4.85
O 0.97 -5.82 6.44
C 0.59 -6.70 7.48
H 0.89 -2.91 1.74
H 2.27 -4.04 2.07
H 1.99 -2.72 3.10
H -0.03 -5.02 2.70
H -0.24 -3.61 3.93
H 1.48 -7.30 7.67
H -0.23 -7.41 7.35
H 0.18 -6.15 8.33
C 4.59 6.80 -4.60
C 3.20 6.54 -4.16
O 2.93 5.21 -4.27
C 2.10 4.64 -3.38
O 1.37 5.15 -2.54
O 2.20 3.33 -3.61
C 1.49 2.42 -2.86
H 4.47 6.74 -5.68
H 5.33 6.08 -4.23
H 4.89 7.83 -4.44
H 2.50 7.04 -4.82
H 2.99 7.09 -3.24
H 1.89 2.35 -1.85
H 1.49 1.52 -3.48
H 0.47 2.66 -2.55
C 0.04 3.81 0.50
C -0.38 2.35 0.61
O 0.10 1.49 -0.38
C 0.05 0.15 -0.24
O -0.46 -0.45 0.75
O 0.55 -0.39 -1.31
C 0.22 -1.77 -1.59
H 0.00 4.21 -0.51
H 1.04 3.91 0.92
H -0.47 4.46 1.21
H -1.47 2.34 0.54
H -0.12 1.99 1.61
H -0.82 -1.83 -1.93
H 0.59 -2.49 -0.86
H 0.95 -1.94 -2.38
C -0.65 -5.72 -0.62
C -1.47 -5.28 -1.88
O -0.49 -4.81 -2.88
C -0.76 -4.54 -4.12
O -1.81 -4.41 -4.66
O 0.53 -4.33 -4.62
C 0.67 -3.86 -5.95
H -0.64 -4.87 0.06
H 0.37 -5.97 -0.92
H -0.95 -6.64 -0.13
H -2.15 -4.48 -1.59
H -2.13 -6.08 -2.21
H -0.20 -3.31 -6.33
H 0.65 -4.64 -6.72
H 1.60 -3.29 -5.98
C 3.16 -3.99 -2.81
C 4.64 -3.85 -2.36
O 4.72 -4.18 -0.99
C 5.33 -5.40 -0.61
O 5.64 -6.30 -1.36
O 5.63 -5.33 0.69
C 6.31 -6.29 1.43
H 2.94 -3.83 -3.87
H 2.42 -3.50 -2.17
H 3.00 -5.05 -2.65
H 4.91 -2.80 -2.39
H 5.35 -4.32 -3.05
H 6.58 -5.72 2.31
H 7.17 -6.70 0.91
H 5.64 -7.12 1.66
C -2.36 2.32 -6.02
C -2.87 1.95 -4.56
O -2.68 3.20 -3.98
C -2.87 3.33 -2.72
O -3.32 2.45 -1.98
O -2.39 4.49 -2.34
C -2.62 4.91 -1.09
H -2.71 1.51 -6.66
H -1.28 2.29 -6.16
H -2.68 3.26 -6.47
H -2.27 1.12 -4.21
H -3.90 1.64 -4.43
H -2.14 5.83 -0.75
H -2.37 4.08 -0.44
H -3.68 5.05 -0.88
C -1.30 2.64 5.90
C -1.13 3.63 4.68
O -0.01 4.43 4.74
C 1.07 4.02 4.06
O 1.16 3.03 3.33
O 2.06 4.93 4.25
C 3.23 4.95 3.45
H -0.49 1.92 5.99
H -2.28 2.19 5.81
H -1.36 3.23 6.81
H -1.95 4.31 4.87
H -1.31 3.40 3.63
H 3.85 4.11 3.74
H 3.93 5.74 3.72
H 2.88 4.88 2.42
C 0.47 -0.27 4.37
C -0.24 -0.73 5.67
O -0.75 -1.99 5.45
C -2.02 -2.23 5.64
O -2.81 -1.55 6.32
O -2.34 -3.36 4.92
C -3.64 -3.88 4.98
H -0.33 -0.28 3.63
H 1.10 -1.12 4.10
H 1.04 0.66 4.47
H -1.02 0.00 5.88
H 0.42 -0.89 6.52
H -4.09 -4.08 5.95
H -3.70 -4.72 4.29
H -4.39 -3.15 4.68
C -3.63 -1.70 -1.63
O -3.99 -1.88 -2.73
N -3.62 -2.56 -0.70
N -3.29 -0.54 -1.07
H -3.88 -3.50 -0.98
H -3.33 -2.39 0.25
H -3.29 0.24 -1.71
H -3.09 -0.30 -0.12
C -3.29 -1.04 2.46
O -4.42 -1.30 2.81
N -2.83 0.15 2.22
N -2.50 -1.98 2.08
H -1.88 0.15 1.85
H -3.30 1.03 2.36
H -2.82 -2.94 2.14
H -1.55 -1.67 1.91
C -0.21 8.12 -1.90
O -0.33 9.24 -1.50
N -0.11 7.70 -3.13
N -0.07 7.16 -1.06
H -0.23 8.32 -3.92
H 0.08 6.71 -3.05
H 0.50 6.39 -1.41
H -0.26 7.26 -0.08
C -4.62 2.85 1.79
O -3.42 2.72 1.93
N -5.23 2.77 0.68
N -5.49 3.34 2.70
H -6.23 2.86 0.74
H -4.61 2.81 -0.12
H -6.37 3.75 2.45
H -5.41 3.03 3.66
C 3.84 -1.40 -5.55
O 4.59 -1.91 -4.73
N 4.10 -1.28 -6.84
N 2.71 -0.77 -5.19
H 3.33 -1.01 -7.44
H 5.03 -1.58 -7.08
H 2.44 -1.01 -4.25
H 2.07 -0.77 -5.97
*
```

Löwdin atomic charge list, values in e, 6 entries:
1 C -0.030
2 C -0.148
3 O 0.024
4 C -0.547
5 O 0.092
6 O -0.008

***

No. 2
This record from the Open Molecules 2025 dataset describes 11 unconnected molecules or ions with the total composition C37H86Cl2F6N4O19P. The level of theory is ωB97M-V/def2-TZVPD.

Results
LUMO: 1.815 eV
energy above the lowest of the compared OMol25 structures with the same formula, charge and spin: 149.85 kJ/mol
HOMO-LUMO gap: 9.00 eV

The geometry in ORCA input format:
```
! wB97M-V def2-TZVPD RIJCOSX def2/J DEFGRID3
* xyz -1 1
P -0.59 -1.04 0.75
F -1.27 -1.50 2.16
F 0.62 -2.07 1.10
F -1.38 -2.20 -0.07
F 0.12 -0.65 -0.61
F -1.83 0.00 0.49
F 0.14 0.19 1.45
C 4.47 4.31 -3.84
C 5.53 4.26 -4.95
C 6.66 3.27 -4.69
O 7.52 3.37 -5.84
C 8.87 2.83 -5.61
N 4.81 3.82 -6.14
H 3.54 4.74 -4.23
H 4.80 4.97 -3.04
H 4.19 3.42 -3.28
H 5.99 5.23 -5.10
H 6.31 2.24 -4.66
H 7.16 3.53 -3.75
H 8.81 1.78 -5.31
H 9.29 3.36 -4.76
H 9.66 2.99 -6.35
H 4.20 3.06 -5.87
H 4.10 4.51 -6.38
C -0.74 2.13 10.09
C -0.62 2.09 8.52
C 0.44 3.03 7.95
O 0.16 4.38 8.39
C 1.25 5.31 8.20
N -0.38 0.68 8.15
H -1.20 3.07 10.38
H 0.25 2.21 10.54
H -1.33 1.28 10.42
H -1.58 2.44 8.15
H 0.22 3.02 6.89
H 1.45 2.70 8.20
H 1.52 5.43 7.15
H 2.18 4.94 8.64
H 1.13 6.32 8.58
H -0.09 0.65 7.18
H 0.47 0.39 8.62
C -1.41 -0.45 -6.35
C -0.67 0.82 -6.65
C -1.48 2.04 -6.25
O -0.86 3.26 -6.77
C -1.34 4.47 -6.26
N 0.59 0.79 -5.92
H -0.74 -1.26 -6.63
H -2.36 -0.51 -6.88
H -1.75 -0.64 -5.33
H -0.47 0.78 -7.72
H -1.59 2.04 -5.16
H -2.44 2.15 -6.74
H -0.90 5.35 -6.73
H -1.20 4.63 -5.19
H -2.41 4.59 -6.45
H 0.36 0.69 -4.95
H 1.27 0.09 -6.20
C -13.94 0.05 0.48
C -12.82 0.54 -0.36
C -11.50 -0.14 0.06
O -10.48 0.16 -0.87
C -9.31 -0.63 -0.76
N -13.03 0.19 -1.76
H -14.15 -0.99 0.24
H -14.76 0.77 0.39
H -13.73 0.02 1.55
H -12.72 1.62 -0.27
H -11.70 -1.20 -0.08
H -11.11 0.08 1.05
H -8.54 -0.17 -1.37
H -9.50 -1.60 -1.23
H -8.96 -0.62 0.27
H -13.30 -0.78 -1.72
H -12.06 0.09 -2.02
C -6.32 -10.82 -6.77
C -5.30 -9.72 -6.30
O -5.40 -9.76 -4.89
C -4.99 -8.76 -4.15
O -4.24 -7.81 -4.51
O -5.44 -8.94 -2.87
C -5.17 -7.98 -1.87
H -6.00 -11.21 -7.74
H -7.36 -10.51 -6.89
H -6.51 -11.67 -6.12
H -5.74 -8.88 -6.84
H -4.27 -9.70 -6.65
H -4.12 -7.96 -1.57
H -5.87 -8.10 -1.03
H -5.50 -7.02 -2.26
C -5.25 6.63 0.61
C -5.58 6.15 -0.81
O -6.66 6.89 -1.32
C -6.47 8.17 -1.87
O -5.45 8.79 -1.88
O -7.71 8.58 -2.35
C -7.72 9.81 -3.10
H -6.17 6.52 1.19
H -5.05 7.70 0.66
H -4.37 6.18 1.08
H -5.93 5.13 -0.61
H -4.70 6.13 -1.46
H -7.05 9.71 -3.95
H -7.47 10.61 -2.39
H -8.70 10.04 -3.51
C 7.81 -8.60 -5.20
C 6.42 -8.04 -4.70
O 6.23 -6.84 -5.42
C 5.18 -5.97 -5.18
O 4.94 -4.97 -5.86
O 4.32 -6.51 -4.20
C 3.20 -5.78 -3.82
H 8.65 -7.90 -5.23
H 7.76 -9.14 -6.15
H 7.96 -9.43 -4.51
H 6.42 -7.81 -3.63
H 5.62 -8.77 -4.88
H 3.03 -6.01 -2.77
H 2.33 -6.08 -4.41
H 3.35 -4.70 -3.86
C 7.21 0.02 10.23
C 7.67 -0.36 8.75
O 7.18 -1.73 8.48
C 5.92 -1.98 8.17
O 5.00 -1.13 8.24
O 5.70 -3.25 7.79
C 4.44 -3.69 7.20
H 7.43 -0.72 11.00
H 6.15 0.24 10.34
H 7.80 0.88 10.53
H 8.76 -0.44 8.75
H 7.33 0.41 8.06
H 3.72 -3.81 8.00
H 4.70 -4.53 6.55
H 4.11 -2.93 6.49
C 11.85 3.01 3.77
C 11.49 1.76 2.99
O 10.20 1.93 2.45
C 9.15 1.25 2.82
O 9.16 0.24 3.56
O 8.06 1.76 2.26
C 6.85 1.02 2.44
H 11.66 3.93 3.21
H 12.84 3.00 4.22
H 11.15 3.14 4.59
H 11.67 0.89 3.62
H 12.14 1.63 2.12
H 6.86 -0.07 2.41
H 6.14 1.29 1.66
H 6.36 1.26 3.38
C -6.06 -1.07 6.17
Cl -7.36 -1.94 5.34
Cl -6.77 -0.09 7.48
H -5.44 -1.83 6.64
H -5.60 -0.49 5.37
*
```

Löwdin atomic charge list, values in e, 6 entries:
1 P 0.095
2 F -0.197
3 F -0.183
4 F -0.186
5 F -0.160
6 F -0.201

***

No. 3
This record from the Open Molecules 2025 dataset describes 8 unconnected molecules or ions with the total composition C37H87Cl2NO19P2. The level of theory is ωB97M-V/def2-TZVPD.

Results
LUMO: 0.008 eV
HOMO-LUMO gap: 8.31 eV

The geometry in ORCA input format:
```
! wB97M-V def2-TZVPD RIJCOSX def2/J DEFGRID3
* xyz 0 1
C -5.67 -0.97 -1.83
C -5.38 -1.98 -0.74
C -4.76 -3.29 -1.23
C -3.50 -2.96 -2.02
N -2.56 -4.13 -2.17
C -1.30 -3.68 -2.83
C -0.33 -4.79 -2.55
C -0.74 -5.34 -1.16
C -2.14 -4.77 -0.89
C -3.18 -5.13 -3.03
H -6.31 -0.19 -1.39
H -6.23 -1.35 -2.69
H -4.76 -0.49 -2.20
H -6.31 -2.21 -0.21
H -4.70 -1.55 -0.02
H -5.48 -3.84 -1.85
H -4.48 -3.91 -0.38
H -2.89 -2.26 -1.42
H -3.65 -2.53 -3.00
H -1.47 -3.48 -3.88
H -0.96 -2.76 -2.36
H -0.42 -5.56 -3.32
H 0.72 -4.53 -2.54
H -0.65 -6.42 -1.12
H -0.08 -4.87 -0.43
H -2.91 -5.46 -0.58
H -2.04 -3.94 -0.18
H -3.30 -4.72 -4.02
H -4.13 -5.42 -2.58
H -2.55 -6.02 -3.06
C 0.45 0.32 -0.05
C -0.78 -0.61 0.02
O -1.87 -0.13 -0.39
O -0.59 -1.79 0.46
H 0.91 0.41 0.94
H 0.24 1.30 -0.45
H 1.25 -0.14 -0.63
Cl -4.60 3.04 -1.40
C -4.12 2.02 0.00
C -4.81 2.48 1.23
Cl -6.55 2.18 1.22
H -3.05 2.13 0.12
H -4.38 0.99 -0.22
H -4.62 3.55 1.38
H -4.34 2.05 2.12
C 6.99 -0.82 -1.37
O 6.16 -0.74 -0.22
P 4.73 -0.17 -0.33
O 3.73 -1.04 -0.91
O 4.54 0.26 1.16
C 3.62 1.31 1.47
O 4.94 1.18 -1.11
C 4.02 1.56 -2.16
H 7.37 -1.84 -1.47
H 7.83 -0.13 -1.26
H 6.45 -0.57 -2.28
H 4.15 2.23 1.71
H 3.05 0.94 2.31
H 2.91 1.54 0.67
H 4.39 1.30 -3.15
H 3.86 2.64 -2.13
H 3.02 1.15 -1.99
C 3.22 -3.35 7.50
O 3.20 -2.49 6.36
P 2.82 -3.09 4.96
O 2.24 -4.41 4.94
O 1.93 -1.92 4.41
C 1.61 -1.85 3.01
O 4.14 -3.00 4.09
C 4.81 -1.75 4.02
H 3.94 -2.97 8.21
H 3.48 -4.37 7.25
H 2.22 -3.38 7.96
H 1.83 -0.87 2.59
H 0.56 -2.08 2.83
H 2.17 -2.58 2.41
H 4.91 -1.46 2.97
H 5.85 -1.83 4.36
H 4.27 -0.98 4.57
C 5.14 4.85 -2.65
O 3.84 4.88 -2.12
C 3.86 5.01 -0.73
C 2.50 5.12 -0.20
O 1.90 3.86 -0.15
C 0.60 3.89 0.33
C -0.48 4.11 -0.69
O -0.49 5.44 -1.14
C -1.66 5.75 -1.82
H 5.66 5.82 -2.50
H 5.05 4.73 -3.72
H 5.74 4.07 -2.18
H 4.36 5.96 -0.48
H 4.38 4.19 -0.20
H 1.90 5.76 -0.86
H 2.53 5.55 0.81
H 0.46 4.64 1.13
H 0.40 2.92 0.79
H -1.42 3.87 -0.17
H -0.37 3.40 -1.53
H -2.53 5.21 -1.44
H -1.58 5.45 -2.88
H -1.84 6.82 -1.81
C -0.23 3.63 7.16
O -0.44 2.64 6.22
C -0.86 3.20 5.00
C -0.82 2.13 3.97
O -1.96 1.32 4.12
C -2.01 0.32 3.12
C -3.28 -0.47 3.28
O -3.21 -1.46 4.26
C -2.60 -2.63 3.77
H -1.16 4.19 7.34
H 0.58 4.31 6.86
H 0.07 3.16 8.09
H -0.20 4.03 4.71
H -1.89 3.59 5.09
H 0.10 1.56 4.15
H -0.81 2.56 2.96
H -1.15 -0.36 3.28
H -1.91 0.76 2.12
H -3.55 -0.90 2.31
H -4.11 0.18 3.58
H -3.24 -3.10 3.01
H -2.48 -3.30 4.62
H -1.62 -2.44 3.32
C -3.51 0.78 -5.85
O -2.53 1.51 -5.16
C -2.20 0.94 -3.94
C -1.41 -0.34 -4.08
O -0.33 -0.27 -4.97
C 0.86 0.16 -4.34
C 1.51 -0.94 -3.57
O 2.01 -1.90 -4.45
C 2.88 -2.76 -3.78
H -3.17 -0.22 -6.16
H -3.81 1.36 -6.72
H -4.41 0.63 -5.23
H -3.11 0.77 -3.35
H -1.55 1.67 -3.45
H -2.07 -1.15 -4.45
H -1.12 -0.70 -3.09
H 0.67 1.06 -3.74
H 1.53 0.43 -5.16
H 0.90 -1.38 -2.78
H 2.39 -0.50 -3.06
H 3.24 -3.46 -4.53
H 2.39 -3.31 -2.97
H 3.74 -2.22 -3.37
*
```

Löwdin atomic charge list, values in e, 6 entries:
1 C -0.104
2 C -0.239
3 C -0.171
4 C -0.118
5 N -0.285
6 C -0.119

***

no.,E (hartree)
1,-4189.42985
2,-4970.98246
3,-4549.37843